Formula: C31H28NOsP2
Source: OMol25
Level of theory: the ωB97M-V functional and the def2-TZVPD basis

Geometry as XYZ:
```
63
C31H28NOsP2, DFT the ωB97M-V functional and the def2-TZVPD basis
Os 0.69000 -1.24630 0.17840
C -2.41400 -0.73480 -0.92270
P -1.21320 -2.17520 -0.78990
C -2.03230 -3.46040 0.19520
C -1.43280 -4.72120 0.18340
C -1.88910 -5.71360 1.02890
C -2.93450 -5.45050 1.90190
C -3.53450 -4.20260 1.91670
C -3.08000 -3.20430 1.07240
C -1.21270 -2.82400 -2.48950
C -0.15530 -2.53340 -3.34510
C -0.18430 -2.98840 -4.65180
C -1.26490 -3.73420 -5.09780
C -2.32180 -4.02140 -4.24700
C -2.29980 -3.56870 -2.94080
C -1.62740 0.47600 -1.26280
C -1.80480 1.49260 -2.21960
C -0.63210 2.23780 -2.23280
C 0.22330 1.65670 -1.27780
C 1.67130 1.82630 -0.99200
P 2.40770 0.09100 -0.82670
C 3.12470 -0.04090 0.86270
C 2.89970 0.86120 1.90300
C 3.41530 0.61040 3.16270
C 4.15570 -0.53440 3.40630
C 4.38280 -1.44000 2.38120
C 3.86540 -1.20580 1.12080
C 3.90300 0.26140 -1.86070
C 3.87140 -0.13600 -3.19370
C 4.98350 0.05520 -3.99550
C 6.12780 0.63470 -3.47120
C 6.15820 1.02730 -2.14230
C 5.05220 0.84300 -1.33530
N -0.42460 0.63630 -0.66980
H -2.86370 -0.61300 0.06710
H -3.18940 -0.93960 -1.66440
H -0.61190 -4.91820 -0.49530
H -1.42720 -6.68850 1.01340
H -3.27510 -6.21590 2.57970
H -4.35460 -3.99610 2.58760
H -3.54960 -2.23330 1.10090
H 0.68050 -1.94850 -2.97140
H 0.62720 -2.76560 -5.32920
H -1.28210 -4.09330 -6.11600
H -3.16280 -4.59520 -4.60900
H -3.11510 -3.79010 -2.26540
H -2.67470 1.65770 -2.82240
H -0.42120 3.09750 -2.83880
H 1.84530 2.35310 -0.04810
H 2.16260 2.37600 -1.79830
H 2.32050 1.75890 1.74100
H 3.24340 1.31060 3.96530
H 4.54840 -0.71960 4.39500
H 4.96420 -2.32910 2.56560
H 4.05590 -1.91050 0.31590
H 2.97680 -0.58830 -3.60210
H 4.96310 -0.25370 -5.02940
H 6.99700 0.77780 -4.09560
H 7.04860 1.47530 -1.72990
H 5.07340 1.14850 -0.29850
C -0.14010 -1.34170 1.97800
H -0.74600 -0.51810 2.36230
H -0.31910 -2.25980 2.53900
```

## Properties
Total charge ... +1
Electronic energy ... -55127.845 eV
E_LUMO (alpha / beta) ... -4.38 / -4.38 eV
Strongest force on any atom ... 4.01 eV Å⁻¹
Frontier orbital gap (alpha / beta) ... 0.1988 / 0.1989 hartree